The following is a DFT calculation (the ωB97M-V functional and the def2-TZVPD basis) of a structure of composition C27H63BeN9O9.

- Charge: +2
- Frontier orbital gap: 8.33 eV

Element x y z (Å)
Be  -0.329  0.255  0.134
C  1.558  0.644  -3.006
O  1.260  0.645  -1.789
N  1.794  1.757  -3.767
C  2.127  1.712  -5.216
C  1.497  3.095  -3.274
H  1.750  -0.244  -3.628
H  2.881  2.453  -5.483
H  1.189  2.008  -5.685
H  2.453  0.752  -5.616
H  2.330  3.699  -3.631
H  0.672  3.545  -3.826
H  1.267  3.126  -2.209
C  0.878  3.859  0.834
O  0.652  2.765  0.344
N  2.034  4.512  0.682
C  2.164  5.790  1.374
C  3.202  3.960  0.048
H  0.203  4.448  1.474
H  1.395  6.074  2.093
H  2.268  6.580  0.630
H  3.093  5.781  1.944
H  3.042  2.960  -0.357
H  3.648  4.577  -0.731
H  3.946  3.738  0.813
C  0.918  -2.336  2.263
O  0.124  -1.937  1.436
N  1.444  -3.616  2.153
C  2.449  -4.139  3.071
C  1.024  -4.591  1.128
H  1.403  -1.739  3.051
H  3.363  -4.471  2.579
H  2.085  -5.094  3.451
H  2.741  -3.568  3.952
H  0.694  -5.494  1.641
H  0.311  -4.202  0.401
H  1.822  -4.958  0.482
C  0.193  -2.896  -2.011
O  -0.010  -1.801  -1.451
N  -0.325  -3.272  -3.152
C  0.030  -4.561  -3.725
C  -1.271  -2.469  -3.875
H  0.942  -3.629  -1.674
H  -0.920  -5.095  -3.701
H  0.741  -5.218  -3.224
H  0.329  -4.471  -4.769
H  -0.826  -2.137  -4.813
H  -2.087  -3.088  -4.249
H  -1.691  -1.620  -3.336
C  3.408  -0.085  1.029
O  2.185  0.088  0.875
N  4.176  -0.951  0.295
C  5.616  -1.054  0.532
C  3.655  -2.006  -0.537
H  3.977  0.361  1.860
H  5.857  -2.014  0.988
H  5.947  -0.360  1.305
H  6.218  -0.840  -0.351
H  3.999  -1.860  -1.561
H  4.086  -2.962  -0.240
H  2.569  -2.078  -0.487
C  -3.306  2.322  1.204
O  -2.079  2.219  1.021
N  -4.057  1.785  2.221
C  -5.472  2.070  2.271
C  -3.583  0.970  3.259
H  -4.016  2.817  0.523
H  -5.726  2.777  1.481
H  -5.704  2.544  3.225
H  -6.142  1.212  2.222
H  -3.809  1.443  4.214
H  -4.129  0.035  3.136
H  -2.536  0.666  3.237
C  0.747  1.206  3.490
O  0.090  0.619  2.619
N  1.049  0.555  4.624
C  2.206  1.071  5.473
C  0.318  -0.622  5.142
H  1.286  2.155  3.346
H  1.762  0.999  6.466
H  2.454  2.108  5.246
H  3.056  0.388  5.491
H  0.976  -1.489  5.210
H  -0.046  -0.370  6.138
H  -0.536  -0.857  4.507
C  -3.638  -1.487  0.725
O  -2.593  -0.875  0.502
N  -3.709  -2.813  0.622
C  -4.887  -3.500  0.964
C  -2.649  -3.620  0.091
H  -4.539  -0.993  1.122
H  -5.755  -3.256  0.351
H  -5.255  -3.316  1.974
H  -4.747  -4.581  0.950
H  -3.069  -3.893  -0.877
H  -1.723  -3.092  -0.138
H  -2.463  -4.490  0.721
C  -2.001  2.373  -2.229
O  -1.617  1.279  -1.775
N  -2.359  2.585  -3.543
C  -2.500  1.490  -4.450
C  -2.847  3.886  -4.048
H  -1.960  3.317  -1.665
H  -3.535  1.417  -4.784
H  -2.280  0.554  -3.936
H  -1.867  1.558  -5.335
H  -2.604  4.704  -3.370
H  -2.418  3.934  -5.049
H  -3.937  3.870  -4.081